54
Properties=species:S:1:pos:R:3:lowdin_charge:R:1 method="wB97M-V/def2-TZVPD" e_above_lowest_ev=0.502 smiles="Cc1cccc(C)c1N(CC(=O)Nc1cccc(N(C)S(C)(=O)=O)c1)S(C)(=O)=O" spin_multiplicity=1
C -4.18 0.88 -0.30 -0.024
C -3.09 0.01 0.26 -0.196
C -2.99 -0.19 1.63 -0.034
C -2.04 -1.04 2.15 -0.067
C -1.18 -1.72 1.30 -0.050
C -1.23 -1.52 -0.07 -0.201
C -0.32 -2.27 -0.99 -0.016
C -2.17 -0.62 -0.59 -0.213
N -2.20 -0.38 -1.98 -0.198
C -1.82 0.92 -2.50 -0.084
C -0.29 0.98 -2.44 -0.442
O 0.41 0.70 -3.39 0.067
N 0.15 1.27 -1.19 0.152
C 1.46 1.25 -0.69 -0.201
C 2.58 1.16 -1.50 -0.012
C 3.83 1.18 -0.90 -0.065
C 3.97 1.27 0.47 -0.029
C 2.85 1.35 1.29 -0.259
N 2.95 1.46 2.68 -0.218
C 4.25 1.61 3.29 -0.084
S 1.76 0.79 3.67 0.633
C 1.77 -0.96 3.22 -0.101
O 2.21 0.93 5.02 -0.294
O 0.48 1.34 3.35 -0.293
C 1.59 1.33 0.69 0.027
S -2.92 -1.43 -3.04 0.625
C -1.60 -1.86 -4.22 -0.093
O -3.29 -2.59 -2.30 -0.273
O -3.93 -0.72 -3.77 -0.297
H -4.42 0.59 -1.32 0.076
H -5.08 0.77 0.31 0.087
H -3.90 1.93 -0.28 0.086
H -3.69 0.31 2.28 0.115
H -1.98 -1.19 3.22 0.107
H -0.47 -2.43 1.70 0.104
H -0.90 -3.04 -1.50 0.076
H 0.11 -1.62 -1.74 0.075
H 0.48 -2.75 -0.43 0.084
H -2.27 1.74 -1.93 0.126
H -2.17 0.97 -3.53 0.130
H -0.56 1.39 -0.48 0.144
H 2.48 1.09 -2.57 0.101
H 4.71 1.12 -1.52 0.109
H 4.97 1.29 0.89 0.097
H 4.09 1.72 4.35 0.077
H 4.90 0.74 3.11 0.096
H 4.74 2.51 2.90 0.102
H 1.61 -1.03 2.15 0.047
H 0.98 -1.44 3.77 0.066
H 2.74 -1.36 3.51 0.069
H 0.71 1.41 1.31 0.095
H -0.87 -1.06 -4.25 0.043
H -2.07 -1.97 -5.18 0.067
H -1.15 -2.79 -3.90 0.060

***

55
Properties=species:S:1:pos:R:3:lowdin_charge:R:1 method="wB97M-V/def2-TZVPD" e_above_lowest_ev=8.347 smiles="NCCC[C@@H]1CCCS(=O)(=O)O1.O=[N+]([O-])c1ccccc1.O=[N+]([O-])c1ccccc1" spin_multiplicity=1
N 2.58 -0.77 -2.77 0.007
C 1.85 -1.35 -1.62 -0.257
C 1.14 -2.66 -2.02 -0.160
C -0.34 -2.69 -1.62 -0.136
C -1.32 -2.60 -2.80 -0.332
C -1.01 -1.57 -3.86 -0.123
C -1.30 -0.11 -3.47 -0.180
C -1.79 0.07 -2.04 -0.210
S -3.12 -1.09 -1.76 0.627
O -4.19 -0.64 -2.59 -0.259
O -3.46 -1.14 -0.37 -0.276
O -2.68 -2.51 -2.32 -0.169
H 1.95 -0.19 -3.32 0.050
H 3.28 -0.13 -2.41 0.055
H 1.14 -0.64 -1.21 0.077
H 2.56 -1.57 -0.84 0.108
H 1.29 -2.87 -3.07 0.101
H 1.63 -3.45 -1.47 0.102
H -0.56 -3.64 -1.14 0.119
H -0.58 -1.94 -0.88 0.094
H -1.26 -3.57 -3.28 0.152
H 0.00 -1.66 -4.21 0.103
H -1.64 -1.80 -4.72 0.123
H -2.08 0.27 -4.11 0.111
H -0.44 0.52 -3.65 0.101
H -1.02 -0.02 -1.29 0.061
H -2.28 1.03 -1.95 0.117
O 0.98 2.19 -1.73 0.063
N 1.01 2.15 -0.51 -0.333
O 0.06 1.86 0.18 0.073
C 2.28 2.47 0.15 -0.145
C 3.37 2.83 -0.62 -0.010
C 4.56 3.15 0.02 -0.066
C 4.64 3.10 1.41 -0.065
C 3.53 2.73 2.16 -0.051
C 2.34 2.42 1.53 0.009
H 3.30 2.87 -1.69 0.117
H 5.42 3.43 -0.56 0.108
H 5.56 3.36 1.90 0.108
H 3.59 2.70 3.24 0.113
H 1.47 2.14 2.11 0.094
O -0.59 2.00 5.75 0.079
N -0.77 1.73 4.58 -0.342
O -0.27 2.34 3.65 0.054
C -1.65 0.60 4.26 -0.148
C -2.25 -0.08 5.30 -0.010
C -3.09 -1.14 5.01 -0.069
C -3.32 -1.50 3.68 -0.060
C -2.71 -0.80 2.65 -0.047
C -1.87 0.26 2.94 0.012
H -2.07 0.20 6.33 0.117
H -3.57 -1.69 5.81 0.106
H -3.98 -2.33 3.46 0.109
H -2.89 -1.09 1.62 0.071
H -1.39 0.81 2.14 0.103

***

52
Properties=species:S:1:pos:R:3:lowdin_charge:R:1 method="wB97M-V/def2-TZVPD" charge=+1 e_above_lowest_ev=0.000 spin_multiplicity=2
Pd -0.08 0.09 -0.20 0.844
C 1.76 2.53 0.13 -0.166
C 2.62 1.27 0.16 -0.174
N 1.92 0.10 0.73 -0.158
C 1.76 0.01 2.18 -0.176
C 0.72 1.00 2.71 -0.168
N -0.49 1.05 1.87 -0.093
C -1.04 2.41 1.67 -0.166
C -0.64 3.06 0.31 -0.180
N 0.39 2.30 -0.40 -0.114
H 2.28 3.28 -0.47 0.133
H 1.66 2.96 1.13 0.105
H 3.55 1.49 0.70 0.130
H 2.89 1.00 -0.86 0.118
H 2.36 -0.74 0.38 0.105
H 2.71 0.18 2.71 0.131
H 1.43 -1.00 2.39 0.113
H 1.14 2.00 2.77 0.105
H 0.46 0.72 3.74 0.133
H -1.20 0.44 2.24 0.116
H -0.74 3.06 2.49 0.119
H -2.13 2.35 1.71 0.119
H -0.32 4.09 0.48 0.124
H -1.52 3.10 -0.34 0.110
H 0.36 2.56 -1.38 0.130
O -0.33 -1.84 0.75 -0.226
N -0.39 -2.87 -0.09 -0.183
C -0.91 -4.02 0.41 -0.013
C -0.97 -5.15 -0.36 -0.031
C -0.51 -5.10 -1.67 -0.041
C -0.02 -3.91 -2.16 -0.079
C 0.04 -2.77 -1.36 -0.630
S 0.65 -1.26 -1.98 0.706
H -1.24 -3.95 1.43 0.144
H -1.39 -6.06 0.06 0.122
H -0.55 -5.97 -2.30 0.122
H 0.34 -3.83 -3.18 0.114
C -1.96 0.23 -1.02 -0.189
C -2.75 -1.01 -0.88 -0.301
C -3.39 -1.32 0.32 -0.039
C -4.12 -2.48 0.45 -0.019
C -4.22 -3.36 -0.62 -0.232
C -3.60 -3.06 -1.83 -0.016
C -2.87 -1.89 -1.96 -0.042
C -4.92 -4.61 -0.47 -0.179
N -5.48 -5.60 -0.33 0.170
H -2.41 1.05 -0.45 0.057
H -1.83 0.53 -2.06 0.063
H -3.32 -0.64 1.16 0.111
H -4.62 -2.72 1.38 0.125
H -3.69 -3.74 -2.67 0.128
H -2.38 -1.66 -2.89 0.118

***

51
Properties=species:S:1:pos:R:3:lowdin_charge:R:1 method="wB97M-V/def2-TZVPD" charge=+2 e_above_lowest_ev=0.437 spin_multiplicity=1
W -0.74 0.20 0.47 1.401
O 1.62 2.15 3.08 0.218
C 1.46 1.35 2.24 -0.398
O 0.09 1.12 1.77 -0.256
C 2.48 0.52 1.54 -0.154
C 3.78 1.00 1.72 0.017
C 4.86 0.35 1.15 -0.023
C 4.66 -0.81 0.43 -0.028
C 3.39 -1.32 0.27 -0.096
C 2.29 -0.66 0.81 -0.540
S 0.72 -1.50 0.74 0.803
H 3.92 1.90 2.31 0.135
H 5.86 0.75 1.29 0.125
H 5.51 -1.34 0.00 0.126
H 3.24 -2.25 -0.26 0.115
C -2.66 1.64 -1.09 -0.054
C -2.74 0.32 -1.82 -0.187
O -1.64 -0.51 -1.34 -0.396
C -1.38 -1.72 -2.14 -0.193
C -2.23 -2.89 -1.71 -0.041
H -3.62 2.15 -1.11 0.119
H -1.91 2.31 -1.50 0.081
H -2.52 1.50 0.01 0.063
H -2.62 0.45 -2.90 0.145
H -3.67 -0.20 -1.63 0.129
H -0.32 -1.93 -2.00 0.091
H -1.56 -1.44 -3.18 0.137
H -2.01 -3.18 -0.68 0.079
H -1.98 -3.74 -2.35 0.106
H -3.29 -2.70 -1.84 0.092
C 2.77 2.71 -2.09 0.000
C 1.88 3.35 -1.23 -0.007
C 0.80 2.64 -0.76 -0.127
N 0.59 1.34 -1.04 -0.077
C 1.45 0.74 -1.88 -0.117
C 2.53 1.39 -2.44 -0.009
H 3.63 3.24 -2.48 0.131
H 2.02 4.38 -0.93 0.129
H 0.08 3.11 -0.10 0.123
H 1.27 -0.31 -2.10 0.106
H 3.19 0.87 -3.11 0.128
C -2.55 -1.60 3.92 0.021
O -1.73 -0.97 2.90 -0.110
C -2.09 -0.87 1.66 -0.380
C -3.40 -1.47 1.28 -0.036
H -3.50 -1.06 4.02 0.109
H -1.98 -1.51 4.83 0.112
H -2.72 -2.64 3.67 0.108
H -3.42 -2.54 1.53 0.113
H -3.62 -1.36 0.22 0.050
H -4.20 -1.00 1.85 0.116

***

54
Properties=species:S:1:pos:R:3:lowdin_charge:R:1 method="wB97M-V/def2-TZVPD" charge=-1 e_above_lowest_ev=0.777 spin_multiplicity=1
Sn 1.20 0.05 0.87 0.947
C -0.98 0.37 -2.51 -0.170
Si 0.24 -0.89 -1.88 0.412
C 2.02 -0.26 -2.23 -0.183
C 0.07 -2.28 -3.13 -0.192
C -0.11 -1.48 -0.14 -0.536
C 0.43 -2.75 0.35 -0.430
C 0.13 -3.94 -0.29 -0.054
C 0.54 -5.16 0.29 -0.061
C 1.20 -5.20 1.52 -0.074
C 1.47 -3.94 2.08 -0.144
N 1.10 -2.76 1.54 0.004
Si -1.71 -1.02 0.74 0.436
C -2.79 0.30 -0.01 -0.170
C -2.74 -2.68 0.86 -0.167
C -1.37 -0.56 2.50 -0.247
H -0.92 0.30 -3.57 0.019
H -0.72 1.32 -2.11 -0.001
H -2.02 0.09 -2.28 0.029
H 2.48 -0.73 -3.08 0.018
H 2.73 -0.39 -1.39 -0.010
H 2.01 0.81 -2.49 0.032
H -0.18 -1.95 -4.10 -0.003
H -0.73 -2.98 -2.80 0.026
H 1.00 -2.88 -3.24 0.036
H -0.37 -3.96 -1.23 0.071
H 0.26 -6.02 -0.32 0.097
H 1.59 -6.07 2.02 0.085
H 2.04 -3.85 3.03 0.109
H -3.40 0.04 -0.85 0.019
H -2.12 1.07 -0.31 -0.010
H -3.45 0.62 0.82 0.052
H -2.54 -3.38 0.01 0.027
H -3.82 -2.49 0.90 0.012
H -2.52 -3.30 1.74 0.024
H -0.97 0.43 2.74 0.011
H -0.79 -1.35 3.04 0.044
H -2.36 -0.57 3.01 0.038
Se 3.55 -1.00 1.50 0.467
C 3.95 0.77 1.89 -0.883
N 3.97 1.93 2.15 0.007
O -0.53 2.79 0.78 0.011
B 0.42 2.05 -0.07 -0.554
O 1.09 3.04 -0.92 0.043
C 0.90 4.30 -0.35 -0.185
C 1.37 5.51 -0.70 -0.022
C 0.78 6.59 0.04 -0.109
C -0.13 6.45 1.09 -0.121
C -0.59 5.19 1.49 -0.025
C -0.16 4.15 0.70 -0.149
H 2.15 5.69 -1.45 0.122
H 1.01 7.61 -0.33 0.097
H -0.50 7.27 1.67 0.087
H -1.18 5.10 2.40 0.118